Molecular formula: Cl3Mg3
Method: DFT, wB97M-V/def2-TZVPD

Cartesian coordinates (Å):
Mg -0.370 1.243 -3.458
Mg 0.724 0.415 0.587
Mg -2.222 -2.906 1.359
Cl -1.280 -0.691 0.950
Cl 0.592 1.707 -1.265
Cl 2.555 0.232 1.827

Computed properties:
Charge: +3
Maximum force (eV/A): 2.623
HOMO-LUMO gap (eV): 3.78

---

Molecular formula: C32H92Br6N18O16P4
Method: DFT, wB97M-V/def2-TZVPD

Cartesian coordinates (Å):
C 8.364 2.390 -0.137
N 8.725 3.488 0.788
O 8.402 3.336 1.967
O 9.482 4.391 0.358
H 7.976 1.627 0.537
H 9.243 2.127 -0.726
H 7.583 2.749 -0.807
C -5.318 7.111 -4.138
N -4.803 8.003 -3.053
O -3.831 8.693 -3.387
O -5.304 7.752 -1.914
H -5.155 7.595 -5.101
H -6.379 6.923 -3.974
H -4.779 6.167 -4.056
C 4.775 -2.523 -11.879
N 3.947 -3.776 -11.723
O 2.884 -3.789 -11.109
O 4.325 -4.746 -12.275
H 4.280 -1.959 -12.669
H 5.827 -2.756 -12.038
H 4.805 -2.001 -10.923
C 6.886 -5.697 0.247
N 6.134 -6.917 0.573
O 4.893 -6.907 0.497
O 6.801 -7.876 0.936
H 7.079 -5.792 -0.822
H 7.723 -5.582 0.935
H 6.277 -4.801 0.367
C -0.981 -6.655 -6.151
N -2.322 -6.005 -6.001
O -2.678 -5.252 -6.856
O -2.946 -6.241 -4.944
H -0.812 -6.554 -7.223
H -1.096 -7.680 -5.799
H -0.262 -6.114 -5.536
C -5.322 -9.321 1.777
N -6.311 -10.380 1.551
O -6.198 -11.209 0.707
O -7.319 -10.324 2.247
H -4.332 -9.743 1.605
H -5.395 -8.971 2.807
H -5.442 -8.490 1.082
O 6.995 4.849 -12.878
P 7.746 5.734 -11.881
N 7.629 7.436 -12.179
C 6.372 8.031 -12.729
C 8.395 8.445 -11.395
N 9.379 5.342 -11.823
C 9.692 3.975 -11.284
C 10.173 5.705 -12.998
N 7.135 5.675 -10.357
C 7.825 6.042 -9.134
C 5.873 4.930 -10.145
H 5.641 7.501 -12.118
H 6.221 7.665 -13.745
H 6.187 9.093 -12.568
H 8.435 9.387 -11.943
H 9.460 8.213 -11.358
H 7.970 8.629 -10.409
H 9.250 3.921 -10.289
H 9.380 3.215 -11.999
H 10.747 3.835 -11.046
H 9.909 6.740 -13.215
H 11.243 5.664 -12.793
H 9.860 5.073 -13.830
H 8.802 6.502 -9.281
H 7.256 6.775 -8.563
H 7.986 5.212 -8.446
H 5.161 5.181 -10.932
H 5.403 5.129 -9.182
H 6.169 3.882 -10.193
O -8.981 1.504 8.074
P -10.395 1.363 7.689
N -10.480 1.095 5.994
C -11.535 0.292 5.369
C -9.696 1.857 5.049
N -11.426 2.669 8.023
C -12.780 2.662 7.506
C -11.186 3.701 9.078
N -11.107 0.011 8.473
C -10.429 -1.348 8.251
C -11.550 -0.005 9.890
H -11.084 -0.424 4.681
H -12.267 0.913 4.854
H -12.108 -0.257 6.116
H -9.452 2.844 5.441
H -10.249 2.044 4.129
H -8.713 1.413 4.895
H -12.818 2.375 6.455
H -13.343 1.944 8.103
H -13.295 3.607 7.677
H -10.289 4.290 8.888
H -12.088 4.313 9.044
H -11.056 3.213 10.044
H -9.487 -1.482 8.784
H -11.120 -2.134 8.553
H -10.292 -1.391 7.170
H -12.157 -0.891 10.073
H -12.236 0.825 10.059
H -10.697 0.121 10.558
O 2.280 -9.118 9.430
P 1.538 -7.830 9.424
N 2.624 -6.499 9.536
C 2.233 -5.088 9.803
C 3.859 -6.704 8.761
N 0.446 -7.536 10.792
C -0.971 -7.922 10.712
C 0.993 -7.305 12.132
N 0.634 -7.547 7.999
C 0.983 -8.287 6.725
C -0.086 -6.259 7.674
H 1.778 -4.608 8.936
H 3.086 -4.455 10.047
H 1.492 -4.937 10.588
H 3.724 -6.509 7.698
H 4.236 -7.717 8.901
H 4.653 -6.038 9.098
H -1.325 -7.787 9.690
H -1.058 -8.973 10.990
H -1.563 -7.413 11.473
H 2.006 -6.903 12.142
H 0.351 -6.597 12.656
H 0.970 -8.175 12.788
H 1.953 -7.894 6.424
H 1.067 -9.323 7.053
H 0.343 -8.040 5.878
H -0.963 -6.318 7.030
H 0.575 -5.584 7.131
H -0.390 -5.726 8.575
O 2.101 -0.327 -2.037
P 0.703 0.168 -2.159
N 0.242 0.168 -3.811
C 1.219 -0.359 -4.805
C -1.077 0.527 -4.335
N 0.405 1.764 -1.603
C 0.535 2.201 -0.194
C 0.746 2.890 -2.538
N -0.457 -0.721 -1.352
C -0.081 -2.040 -0.852
C -1.916 -0.487 -1.444
H 1.104 -1.429 -4.978
H 2.214 -0.110 -4.436
H 1.032 0.163 -5.744
H -1.694 -0.371 -4.303
H -0.986 0.828 -5.378
H -1.639 1.279 -3.780
H -0.127 3.054 -0.047
H 0.231 1.358 0.427
H 1.552 2.469 0.091
H 0.205 2.842 -3.483
H 0.408 3.846 -2.137
H 1.807 2.887 -2.790
H -0.890 -2.407 -0.222
H -0.083 -2.789 -1.644
H 0.859 -2.054 -0.300
H -2.298 -1.048 -0.592
H -2.356 -1.013 -2.291
H -2.219 0.549 -1.294
C -5.344 7.073 7.451
Br -5.886 8.967 7.040
Br -4.345 6.830 9.142
Br -4.344 6.346 5.914
H -6.266 6.495 7.504
C 6.221 9.778 0.985
Br 6.621 9.077 -0.838
Br 7.982 10.296 1.783
Br 5.260 8.471 2.072
H 5.691 10.730 0.946

Computed properties:
Maximum force (eV/A): 3.712
HOMO-LUMO gap (eV): 7.92

---

Molecular formula: C5H6O2
Method: DFT, wB97M-V/def2-TZVPD

Cartesian coordinates (Å):
C 2.505 -0.807 -0.140
C 1.378 -0.450 -0.372
C 0.000 0.011 -0.578
C -0.057 1.490 -0.197
O -0.221 1.869 0.938
C -1.008 -0.807 0.276
O -2.169 -0.076 0.574
H 3.505 -1.119 0.067
H -0.250 -0.075 -1.643
H 0.057 2.214 -1.026
H -0.508 -1.166 1.183
H -1.325 -1.678 -0.303
H -1.907 0.594 1.222

Computed properties:
SMILES: C#C[C@H](C=O)CO
Maximum force (eV/A): 0.543
HOMO-LUMO gap (eV): 10.69

---

Molecular formula: C34H45BF4N10O3Sn
Method: DFT, wB97M-V/def2-TZVPD

Cartesian coordinates (Å):
Sn 0.071 -0.161 -0.154
C 4.036 1.298 -1.971
O 4.339 0.084 -2.651
C 4.033 -1.100 -2.032
C 5.045 -2.033 -1.961
C 4.816 -3.319 -1.461
C 3.547 -3.651 -1.050
C 2.500 -2.718 -1.093
C 1.156 -3.196 -0.827
N 0.140 -2.458 -0.589
N -1.081 -3.113 -0.572
C -2.053 -2.297 -0.888
O -1.952 -1.059 -1.189
C -3.426 -2.904 -0.890
C -4.460 -2.254 -1.553
C -5.754 -2.759 -1.515
C -6.026 -3.919 -0.803
C -4.995 -4.579 -0.145
C -3.702 -4.078 -0.191
C 2.713 -1.400 -1.581
O 1.770 -0.513 -1.667
H 4.183 2.095 -2.698
H 3.013 1.317 -1.603
H 4.725 1.444 -1.132
H 6.022 -1.745 -2.329
H 5.615 -4.049 -1.436
H 3.336 -4.653 -0.687
H 0.973 -4.267 -0.935
H -4.232 -1.356 -2.112
H -6.549 -2.249 -2.045
H -7.036 -4.306 -0.759
H -5.200 -5.488 0.407
H -2.889 -4.583 0.313
C 1.050 2.791 -5.253
C 1.037 3.037 -3.781
C 1.337 4.155 -3.037
C 1.171 3.764 -1.686
N 0.779 2.504 -1.613
N 0.691 2.085 -2.890
C 1.379 4.568 -0.441
H 1.244 3.720 -5.785
H 0.094 2.390 -5.593
H 1.826 2.073 -5.522
H 1.643 5.119 -3.410
H 0.548 1.100 -3.061
H 0.718 5.436 -0.418
H 2.405 4.935 -0.387
H 1.178 3.955 0.438
C 5.206 -2.254 2.116
N 4.135 -1.322 1.813
C 4.275 0.022 1.548
C 3.026 0.486 1.276
N 2.126 -0.549 1.371
C 2.826 -1.613 1.694
H 6.122 -1.692 2.279
H 5.356 -2.943 1.286
H 4.976 -2.816 3.020
H 5.237 0.504 1.567
H 2.701 1.485 1.028
H 2.418 -2.599 1.853
F 0.087 2.083 2.186
B -0.239 2.959 3.261
F -1.204 3.900 2.773
F 0.891 3.617 3.708
F -0.845 2.197 4.284
C -3.875 2.576 2.226
C -3.032 1.362 1.776
N -2.744 1.451 0.347
C -3.970 1.291 -0.408
C -4.998 2.367 0.038
N -4.290 3.302 0.975
C -3.074 3.892 0.313
C -2.108 2.721 0.018
H -3.276 3.265 2.818
H -4.774 2.296 2.773
H -3.557 0.427 1.962
H -2.098 1.340 2.332
H -4.361 0.288 -0.243
H -3.740 1.381 -1.470
H -5.837 1.935 0.580
H -5.382 2.956 -0.794
H -4.919 4.058 1.231
H -2.633 4.602 1.009
H -3.410 4.409 -0.585
H -1.204 2.822 0.609
H -1.819 2.707 -1.032
C -0.869 -0.756 5.613
N -1.178 -1.065 4.228
C -2.296 -1.703 3.745
C -2.150 -1.746 2.391
N -0.958 -1.154 2.040
C -0.401 -0.768 3.169
H -1.772 -0.858 6.210
H -0.513 0.269 5.679
H -0.111 -1.435 6.002
H -3.086 -2.042 4.394
H -2.809 -2.172 1.652
H 0.535 -0.241 3.246

Computed properties:
Maximum force (eV/A): 0.544
HOMO-LUMO gap (eV): 6.47

---

Molecular formula: C4H2O2P
Method: DFT, wB97M-V/def2-TZVPD

Cartesian coordinates (Å):
C -2.372 -0.317 -0.210
C 2.596 -1.895 -0.169
C -1.708 0.683 0.001
C 1.778 -1.013 0.015
O -0.078 2.498 -0.972
O -0.169 2.349 1.618
P -0.208 1.735 0.275
H -2.839 -1.193 -0.564
H 2.999 -2.848 0.005

Computed properties:
Charge: -1
Maximum force (eV/A): 2.877
HOMO-LUMO gap (alpha / beta) (eV): 6.88 / 6.88

---

Molecular formula: C12H9HgN3O2
Method: DFT, wB97M-V/def2-TZVPD

Cartesian coordinates (Å):
Hg 0.000 0.000 0.000
O -0.268 1.763 3.569
C 0.232 1.132 2.642
N -0.216 0.125 1.894
C -0.836 -0.780 2.649
O -0.566 -1.276 3.738
C -1.996 -1.177 1.880
C -3.028 -1.972 2.345
C -4.099 -2.177 1.483
C -4.076 -1.585 0.220
C -2.976 -0.809 -0.133
N -1.922 -0.587 0.673
C 1.540 1.443 2.108
C 2.453 2.309 2.683
C 3.692 2.417 2.064
C 3.945 1.664 0.917
C 2.942 0.830 0.432
N 1.731 0.698 1.004
H -2.992 -2.379 3.347
H -4.946 -2.777 1.798
H -4.898 -1.716 -0.473
H -2.914 -0.325 -1.102
H 2.198 2.844 3.588
H 4.454 3.068 2.478
H 4.903 1.716 0.415
H 3.093 0.221 -0.453
H 1.519 -0.599 -0.426

Computed properties:
Charge: -1
Maximum force (eV/A): 10.299
HOMO-LUMO gap (alpha / beta) (eV): 3.72 / 6.66
2S+1: 2
<S²>: 0.762

---

Molecular formula: C43H61AsBrN3O2S3Si3Ti
Method: DFT, wB97M-V/def2-TZVPD

Cartesian coordinates (Å):
Ti 11.793 9.042 13.892
C 6.538 11.592 13.934
C 8.062 11.724 13.826
C 8.714 12.948 13.750
C 10.107 12.951 13.627
C 10.818 11.765 13.598
Br 12.694 11.958 13.425
N 10.227 10.561 13.677
C 8.856 10.566 13.825
H 6.020 12.508 13.565
H 6.255 11.426 14.999
H 6.235 10.734 13.323
H 8.171 13.880 13.816
H 10.637 13.851 13.504
H 8.402 9.598 13.826
C 8.146 10.829 18.127
C 8.974 9.693 17.499
C 10.416 9.832 17.953
C 10.641 10.108 19.288
C 11.916 10.471 19.733
C 12.953 10.498 18.827
C 12.735 10.331 17.451
C 13.879 10.633 16.504
C 14.369 12.078 16.759
C 11.501 9.799 17.023
N 11.445 8.943 15.870
C 10.843 7.746 16.040
C 10.498 6.958 14.919
C 9.505 5.972 14.856
C 8.985 6.006 13.506
C 9.713 6.933 12.807
N 10.712 7.510 13.600
H 7.166 10.906 17.612
H 8.627 11.817 17.959
H 7.974 10.652 19.219
H 8.896 9.779 16.422
H 8.519 8.735 17.814
H 9.810 10.022 19.976
H 12.144 10.599 20.786
H 13.956 10.723 19.130
H 13.508 10.555 15.473
H 14.699 9.919 16.587
H 15.069 12.360 15.945
H 13.530 12.792 16.702
H 14.887 12.181 17.719
H 10.578 7.390 17.036
H 9.222 5.298 15.647
H 8.213 5.355 13.134
H 9.670 7.221 11.759
O 12.330 5.082 12.333
H 13.083 5.704 12.373
H 12.391 4.563 13.166
O 13.435 8.332 13.452
C 14.930 8.107 13.725
C 15.584 9.499 13.713
C 15.364 10.463 12.747
C 16.371 11.465 12.711
C 17.381 11.196 13.604
S 17.028 9.795 14.637
C 15.635 7.369 12.538
C 16.495 7.873 11.568
C 17.212 6.882 10.859
C 16.897 5.613 11.243
S 15.683 5.559 12.477
C 15.126 7.203 14.985
C 14.324 6.147 15.413
C 14.963 5.451 16.474
C 16.204 5.951 16.775
S 16.686 7.267 15.784
H 14.496 10.496 12.098
H 16.380 12.359 12.102
H 18.313 11.749 13.752
H 16.600 8.928 11.320
H 17.935 7.120 10.084
H 17.324 4.664 10.942
H 13.373 5.850 14.956
H 14.513 4.560 16.950
H 16.897 5.537 17.500
C 9.095 11.919 9.856
Si 9.042 10.062 9.546
C 7.721 9.386 10.638
C 8.657 9.676 7.758
As 11.169 9.021 10.089
Si 11.174 6.762 9.070
C 12.949 6.189 9.095
C 10.667 6.706 7.297
C 10.135 5.551 10.015
Si 12.960 10.411 9.069
C 13.167 12.141 9.784
C 12.447 10.594 7.264
C 14.613 9.544 9.183
H 8.054 12.205 10.102
H 9.389 12.524 9.007
H 9.725 12.151 10.703
H 6.935 10.115 10.701
H 8.077 9.256 11.677
H 7.328 8.417 10.328
H 8.250 10.514 7.181
H 7.941 8.839 7.754
H 9.596 9.405 7.239
H 13.388 6.273 10.089
H 13.574 6.782 8.390
H 12.934 5.135 8.771
H 11.211 7.415 6.707
H 9.581 6.963 7.216
H 10.832 5.715 6.854
H 10.574 5.308 10.981
H 10.131 4.633 9.438
H 9.053 5.855 10.155
H 12.215 12.495 10.189
H 13.504 12.864 9.027
H 13.941 12.100 10.553
H 11.451 11.059 7.211
H 12.394 9.614 6.748
H 13.139 11.219 6.707
H 14.665 8.913 10.063
H 15.413 10.303 9.258
H 14.897 8.970 8.281

Computed properties:
Maximum force (eV/A): 4.263
HOMO-LUMO gap (alpha / beta) (eV): 4.12 / 7.32
2S+1: 3
<S²>: 2.031